a.
{"formula": "C10H10N2", "method": "ωB97M-V/def2-TZVPD", "species": ["C", "C", "C", "C", "C", "C", "C", "C", "C", "C", "N", "N", "H", "H", "H", "H", "H", "H", "H", "H", "H", "H"], "xyz": [[-2.14, -2.16, -0.08], [-2.72, -1.00, 0.29], [-0.73, -2.27, -0.12], [-2.01, 0.11, 0.63], [-0.04, -1.16, 0.29], [-0.57, 0.06, 0.70], [1.53, 1.79, -0.89], [2.21, 0.64, -0.80], [0.35, 2.12, 0.12], [2.05, -0.19, 0.42], [1.35, -1.29, 0.55], [0.27, 1.10, 1.11], [-2.66, -2.95, -0.56], [-3.74, -1.02, 0.17], [-0.14, -3.06, -0.52], [-2.47, 0.91, 1.12], [1.91, 2.48, -1.79], [3.00, 0.28, -1.42], [0.61, 3.00, 0.52], [-0.63, 1.95, -0.42], [2.83, -0.02, 1.08], [1.56, -2.00, 1.26]], "nbo_charge": [-0.2346, -0.1963, -0.2068, -0.2497, 0.0573, 0.1609, -0.1285, -0.3273, -0.2615, 0.2122, -0.5589, -0.5615, 0.2073, 0.2069, 0.2167, 0.2175, 0.2082, 0.2296, 0.1974, 0.2074, 0.1984, 0.4051], "multiplicity": 1, "total_charge": 0, "e_lumo_ev": 0.63}

b.
{"formula": "C10H10N2", "method": "ωB97M-V/def2-TZVPD", "species": ["C", "C", "C", "C", "N", "C", "C", "C", "C", "C", "C", "N", "H", "H", "H", "H", "H", "H", "H", "H", "H", "H"], "xyz": [[-2.36, 1.68, 1.92], [-1.39, 0.83, 1.09], [-1.11, -0.49, 1.49], [-0.10, -1.21, 0.84], [0.33, -2.49, 1.14], [0.57, -0.63, -0.35], [1.58, -1.20, -1.19], [2.05, -0.49, -2.28], [1.65, 0.80, -2.53], [0.77, 1.39, -1.70], [0.09, 0.66, -0.67], [-0.83, 1.46, 0.03], [-2.04, 1.82, 3.03], [-3.36, 1.22, 1.94], [-2.41, 2.70, 1.36], [-1.64, -0.99, 2.26], [-0.15, -2.81, 1.96], [1.32, -2.83, 0.93], [1.90, -2.20, -0.94], [2.83, -0.94, -2.98], [1.95, 1.34, -3.40], [0.35, 2.38, -1.95]], "nbo_charge": [-0.6557, 0.2572, -0.3766, 0.2834, -0.8118, -0.1481, -0.1892, -0.2133, -0.2228, -0.1772, 0.1659, -0.4611, 0.2235, 0.2205, 0.2429, 0.2123, 0.3858, 0.4100, 0.1991, 0.2155, 0.2162, 0.2234], "multiplicity": 1, "smiles": "Cc1cc(N)c2ccccc2n1", "total_charge": 0, "e_lumo_ev": 0.54}

Most stable = b